*w*
C5H8N2S2 in the gas phase. Source: OMol25; level of theory: ωB97M-V/def2-TZVPD.

The geometry in XYZ format:
```
17
C5H8N2S2 ωB97M-V/def2-TZVPD
C -1.4877 -0.8772 0.9709
C -0.7499 -0.0674 -1.3278
C -0.5886 -1.1386 1.9181
C 0.5457 0.0286 -1.4607
C -1.5948 0.3036 0.0947
N 1.3939 -1.1655 3.3459
N 2.5219 1.3355 -2.5121
S 1.8805 0.8550 -0.8900
S 0.8299 -0.2164 2.2330
H -2.2342 -1.6028 0.6580
H -1.4231 -0.5602 -2.0348
H -0.7684 -2.0677 2.4845
H -2.7036 0.3116 -0.1936
H -1.2443 1.3287 0.6010
H 2.4484 -1.0120 3.5997
H 2.1663 2.2841 -2.8098
H 3.5504 1.4050 -2.4496
```

Computed properties:
LUMO (spin up / spin down) = -0.370 / -0.747 eV
HOMO (spin up / spin down) = -7.836 / -7.643 eV

Atom charges from the Löwdin analysis, given in e for atoms 1 to 6: atom 1 (C): -0.251, atom 2 (C): -0.164, atom 3 (C): -0.422, atom 4 (C): -0.439, atom 5 (C): -0.187, atom 6 (N): -0.422

=====

*x*
C5H8N2S2 in the gas phase. Source: OMol25; level of theory: ωB97M-V/def2-TZVPD.

The geometry in XYZ format:
```
17
C5H8N2S2 ωB97M-V/def2-TZVPD
C -0.2740 -1.6476 -0.5884
C 0.1603 -0.8835 0.5224
C -0.6058 -1.1075 -1.7608
C 0.8238 0.4450 0.0369
C 0.2319 0.9364 -1.2708
N -0.3321 0.1931 -2.1522
N -0.5321 0.4483 2.9009
S 0.6007 2.6034 -1.7897
S -1.3228 -0.3884 1.5804
H -0.5479 -2.6753 -0.5620
H 0.7772 -1.2323 1.3805
H -1.0131 -1.7026 -2.5431
H 0.8562 1.0529 1.0040
H 1.8020 0.2964 -0.2806
H -0.9423 1.3850 2.9993
H -0.3070 -0.1975 3.6602
H 0.6250 2.4740 -3.1370
```

Computed properties:
SMILES string = NS[C@H]1C=CN=C(S)C1
LUMO = 0.392 eV
HOMO = -8.449 eV

Atom charges from the Löwdin analysis, given in e for atoms 1 to 6: atom 1 (C): -0.164, atom 2 (C): -0.552, atom 3 (C): -0.141, atom 4 (C): -0.201, atom 5 (C): -0.665, atom 6 (N): 0.025

=====

The most stable arrangement is *x*, and the next structure is 0.1554 hartree less stable.

=====

*w*
A gas-phase ion, C3H5N2O2S (charge +1). Source: OMol25; level of theory: ωB97M-V/def2-TZVPD.

The geometry in XYZ format:
```
13
C3H5N2O2S ωB97M-V/def2-TZVPD
C 0.4140 -0.1790 -0.5263
C -0.4924 -1.3851 0.4057
C -0.4571 1.0417 1.3217
N 0.3616 0.9381 0.1853
N 0.8134 -0.2053 -1.9875
O 0.0524 -0.8600 -2.5960
O 1.7904 0.3777 -2.2267
S -0.6361 -0.6831 1.9900
H -1.4296 -1.4445 -0.1081
H 0.1513 -2.3856 0.4899
H -0.0838 1.8442 2.0334
H -1.4997 1.3596 1.1521
H 1.0158 1.5814 -0.1334
```

Computed properties:
SMILES string = O=[N+]([O-])C1=[NH+]CSC1
net charge = +1
LUMO = -6.523 eV
HOMO = -14.037 eV

Atom charges from the Löwdin analysis, given in e for atoms 1 to 6: atom 1 (C): 0.062, atom 2 (C): -0.367, atom 3 (C): -0.374, atom 4 (N): 0.086, atom 5 (N): -0.386, atom 6 (O): 0.213

=====

*x*
A gas-phase ion, C3H5N2O2S (charge +1). Source: OMol25; level of theory: ωB97M-V/def2-TZVPD.

The geometry in XYZ format:
```
13
C3H5N2O2S ωB97M-V/def2-TZVPD
C -1.0104 1.2403 0.1976
C -0.5246 -0.9132 0.2567
C 0.2014 1.6309 -0.4580
N -1.4224 0.0037 0.1964
N -0.4900 -2.2596 0.1856
O 1.7276 -0.5348 -1.1721
O 2.1113 0.3056 1.1678
S 1.2456 0.0391 0.0200
H -1.7778 2.0268 0.6771
H 0.5206 1.1887 -1.4554
H 0.4757 2.6391 -0.3804
H -1.3479 -2.6604 0.0985
H 0.2908 -2.7062 0.6663
```

Computed properties:
SMILES string = [NH2+]=C1N=CCS1(=O)=O
net charge = +1
LUMO = -6.512 eV
HOMO = -15.400 eV

Atom charges from the Löwdin analysis, given in e for atoms 1 to 6: atom 1 (C): -0.088, atom 2 (C): -0.245, atom 3 (C): -0.069, atom 4 (N): 0.132, atom 5 (N): 0.244, atom 6 (O): -0.250

=====

The most stable arrangement is *x*, and the next structure is 0.0744 hartree less stable.

=====

*w*
2 unconnected molecules or ions with the total composition CH4Cl2SSi. Source: OMol25; level of theory: ωB97M-V/def2-TZVPD.

The geometry in XYZ format:
```
9
CH4Cl2SSi ωB97M-V/def2-TZVPD
C 2.3361 1.8012 -2.2511
Si -0.9684 -0.8233 0.3517
S -0.6119 -0.3601 2.3696
Cl 1.8410 2.5372 -0.8417
Cl -2.4579 0.4364 -0.3909
H 2.4172 0.7399 -1.9444
H -1.4456 -2.3754 0.3628
H 0.3931 -0.6801 -0.4488
H -1.5035 -1.2758 2.7928
```

Computed properties:
LUMO = -0.944 eV
HOMO = -9.352 eV

Atom charges from the Löwdin analysis, given in e for atoms 1 to 6: atom 1 (C): -0.438, atom 2 (Si): -0.186, atom 3 (S): 0.338, atom 4 (Cl): 0.528, atom 5 (Cl): 0.151, atom 6 (H): -0.093

=====

*x*
2 unconnected molecules or ions with the total composition CH4Cl2SSi. Source: OMol25; level of theory: ωB97M-V/def2-TZVPD.

The geometry in XYZ format:
```
9
CH4Cl2SSi ωB97M-V/def2-TZVPD
C -1.3982 -0.2387 0.4986
Si -0.0945 0.5877 -0.7250
S 3.0838 -0.5465 0.7830
Cl -2.7071 0.9668 0.8671
Cl -2.0569 -1.6977 -0.2069
H -1.2247 -0.5220 1.5990
H 0.1151 -0.3720 -1.8026
H 0.1624 1.8776 -1.1020
H 4.1201 -0.0551 0.0888
```

Computed properties:
LUMO (spin up / spin down) = -1.444 / -2.253 eV
HOMO (spin up / spin down) = -9.324 / -8.104 eV

Atom charges from the Löwdin analysis, given in e for atoms 1 to 6: atom 1 (C): -1.313, atom 2 (Si): 0.732, atom 3 (S): 0.164, atom 4 (Cl): 0.441, atom 5 (Cl): 0.513, atom 6 (H): 0.033

=====

The most stable arrangement is *w*, and the next structure is 0.0597 hartree less stable.

=====

*w*
2 unconnected molecules or ions with the total composition C4H13NOS2. Source: OMol25; level of theory: ωB97M-V/def2-TZVPD.

The geometry in XYZ format:
```
21
C4H13NOS2 ωB97M-V/def2-TZVPD
S -0.7565 -0.3479 3.7614
S 0.8174 -1.0644 2.6645
C 0.0249 -1.8334 1.2537
C -0.8061 -0.8978 0.4163
N 0.0113 0.1881 -0.1307
C -0.7059 1.1257 -0.9598
C 0.2221 2.1996 -1.4918
H -0.9200 0.8747 3.2231
H 0.7895 -2.2342 0.5941
H -0.6138 -2.6476 1.5772
H -1.3796 -1.3360 -0.3969
H -1.5851 -0.4333 1.0180
H 0.5638 0.6427 0.5769
H -1.5287 1.5998 -0.4064
H -1.1738 0.6267 -1.7844
H 1.0290 1.7875 -2.0978
H -0.2736 3.0096 -2.0145
H 0.7393 2.7111 -0.6736
H 2.5773 -1.3997 -2.0010
H 1.2254 -0.8727 -1.5174
O 1.7430 -1.6986 -1.6110
```

Computed properties:
SMILES string = CCNCCSS.O
LUMO = 0.490 eV
HOMO = -8.981 eV

Atom charges from the Löwdin analysis, given in e for atoms 1 to 6: atom 1 (S): 0.326, atom 2 (S): 0.448, atom 3 (C): -0.560, atom 4 (C): -0.315, atom 5 (N): -0.117, atom 6 (C): -0.304

=====

*x*
2 unconnected molecules or ions with the total composition C4H13NOS2. Source: OMol25; level of theory: ωB97M-V/def2-TZVPD.

The geometry in XYZ format:
```
21
C4H13NOS2 ωB97M-V/def2-TZVPD
S -0.1422 -1.0176 2.5700
S -0.8901 -1.3407 0.7371
C 0.2002 -0.6973 -0.5328
C -0.5129 0.5306 -1.1192
C 0.1189 1.7443 -0.4216
N -0.1160 0.5618 -2.5781
C -1.0661 1.1041 -3.5044
H -0.5329 0.2652 2.9221
H 0.3469 -1.4752 -1.2983
H 1.2076 -0.4555 -0.1479
H -1.5938 0.4101 -1.1742
H 1.1823 1.6711 -0.5452
H -0.0494 1.7453 0.6553
H -0.2337 2.7294 -0.8010
H 0.8078 0.9548 -2.6766
H -0.7040 0.9230 -4.5300
H -1.1715 2.2024 -3.4462
H -2.1195 0.8115 -3.4860
H 3.0664 0.0329 0.8605
H 2.4046 0.4672 2.2050
O 2.9118 0.7726 1.4446
```

Computed properties:
SMILES string = CN[C@H](C)CSS.O
LUMO = 0.434 eV
HOMO = -8.596 eV

Atom charges from the Löwdin analysis, given in e for atoms 1 to 6: atom 1 (S): 0.280, atom 2 (S): 0.441, atom 3 (C): -0.526, atom 4 (C): -0.449, atom 5 (C): -0.064, atom 6 (N): -0.115

=====

The most stable arrangement is *w*, and the next structure is 0.0303 hartree less stable.

=====

*w*
2 unconnected molecules or ions with the total composition C4H6BrNS. Source: OMol25; level of theory: ωB97M-V/def2-TZVPD.

The geometry in XYZ format:
```
13
C4H6BrNS ωB97M-V/def2-TZVPD
C 0.0856 1.2507 -1.1037
C 0.3468 1.9241 0.2498
C -1.6764 0.4009 -0.0694
C -0.8083 -1.9140 0.3851
N -0.9655 0.5355 -1.2263
S -1.0262 1.4197 1.2064
Br -3.4763 -0.0569 0.0147
H 0.8673 1.1007 -1.8282
H 1.2693 1.4688 0.6488
H 0.3036 3.1386 0.2668
H -1.3749 -2.4614 1.1352
H 0.2567 -1.7610 0.4847
H -1.2031 -1.7950 -0.6172
```

Computed properties:
LUMO (spin up / spin down) = 0.165 / -0.322 eV
HOMO (spin up / spin down) = -7.249 / -8.214 eV

Atom charges from the Löwdin analysis, given in e for atoms 1 to 6: atom 1 (C): -0.208, atom 2 (C): -0.478, atom 3 (C): -1.176, atom 4 (C): 0.033, atom 5 (N): -0.039, atom 6 (S): 0.846

=====

*x*
2 unconnected molecules or ions with the total composition C4H6BrNS. Source: OMol25; level of theory: ωB97M-V/def2-TZVPD.

The geometry in XYZ format:
```
13
C4H6BrNS ωB97M-V/def2-TZVPD
C -1.1360 1.2329 0.4117
C -2.0783 0.3475 0.0586
C 0.1989 0.6880 0.3194
C 1.3313 -1.3118 -0.5368
N 0.1614 -0.5925 -0.1255
S -1.4165 -1.1609 -0.4642
Br 1.2648 0.8981 2.0309
H -1.3255 2.2298 0.7709
H -3.1444 0.4682 0.0768
H 1.2426 1.6842 -0.6274
H 1.0681 -2.3532 -0.7083
H 1.7450 -0.8756 -1.4542
H 2.0887 -1.2548 0.2481
```

Computed properties:
LUMO = 0.267 eV
HOMO = -7.730 eV

Atom charges from the Löwdin analysis, given in e for atoms 1 to 6: atom 1 (C): -0.241, atom 2 (C): -0.385, atom 3 (C): -0.805, atom 4 (C): -0.128, atom 5 (N): -0.536, atom 6 (S): 0.982

=====

The most stable arrangement is *x*, and the next structure is 0.0331 hartree less stable.

=====

*w*
5 unconnected molecules or ions with the total composition CH12N2O4. Source: OMol25; level of theory: ωB97M-V/def2-TZVPD.

The geometry in XYZ format:
```
19
CH12N2O4 ωB97M-V/def2-TZVPD
N -1.0586 0.2673 -1.5940
C 0.2593 -0.1218 -1.4515
N 0.5018 -1.0817 -0.6443
H -1.5690 0.2339 -0.7115
H -1.2577 1.1520 -2.0586
H 0.9831 0.2346 -2.1762
H 1.4135 -1.4980 -0.7961
H -0.5732 2.9446 1.9689
H -0.1807 2.7601 0.5009
O 0.0740 3.1829 1.3190
H -1.1600 -2.2779 -0.6929
H -1.7860 -3.6315 -0.7722
O -2.0070 -2.7406 -0.5235
H -0.3019 -2.1299 1.7855
H -0.1186 -2.1397 3.3002
O 0.0342 -2.6430 2.5022
H 2.9217 2.5429 -0.4321
H 1.8123 2.6718 0.6684
O 2.0128 2.2742 -0.1922
```

Computed properties:
SMILES string = [H]/N=C/N.O.O.O.O
LUMO = 0.374 eV
HOMO = -9.838 eV

Atom charges from the Löwdin analysis, given in e for atoms 1 to 6: atom 1 (N): 0.072, atom 2 (C): -0.355, atom 3 (N): 0.056, atom 4 (H): 0.096, atom 5 (H): 0.089, atom 6 (H): 0.117

=====

*x*
5 unconnected molecules or ions with the total composition CH12N2O4. Source: OMol25; level of theory: ωB97M-V/def2-TZVPD.

The geometry in XYZ format:
```
19
CH12N2O4 ωB97M-V/def2-TZVPD
N 0.4451 0.5196 -1.6872
C -0.2088 1.7070 -1.6626
N -1.2808 1.9627 -1.0022
H 0.2599 -0.1228 -0.9265
H 1.3209 0.5000 -2.1815
H 0.3109 2.4493 -2.2713
H -1.5160 2.9057 -1.3055
H 0.5738 0.3952 1.9460
H 1.9378 0.8625 2.3286
O 1.4968 0.0632 2.0601
H -2.5804 -2.3101 0.6126
H -1.2670 -3.0139 0.0810
O -2.2008 -2.9846 0.0222
H -1.1576 1.3052 0.6439
H -1.8685 0.6159 1.8075
O -0.9863 0.7939 1.4554
H 3.1250 -1.9960 -0.2050
H 2.4476 -0.9050 0.7016
O 2.3850 -1.3681 -0.1592
```

Computed properties:
SMILES string = [H]/N=C/N.O.O.O.O
LUMO = 0.670 eV
HOMO = -9.684 eV

Atom charges from the Löwdin analysis, given in e for atoms 1 to 6: atom 1 (N): 0.113, atom 2 (C): -0.356, atom 3 (N): 0.035, atom 4 (H): 0.084, atom 5 (H): 0.092, atom 6 (H): 0.120

=====

The most stable arrangement is *x*, and the next structure is 0.0190 hartree less stable.

=====

*w*
2 unconnected molecules or ions with the total composition C3H6NO3. Source: OMol25; level of theory: ωB97M-V/def2-TZVPD.

The geometry in XYZ format:
```
13
C3H6NO3 ωB97M-V/def2-TZVPD
C -0.7192 -0.8604 -0.4808
C -0.4226 -1.8163 -1.5486
C 1.6249 1.9759 1.5395
N 0.4288 1.9366 1.3101
O -1.9825 -0.8466 -0.0912
O -0.6419 2.1718 0.9924
O 0.1795 -0.1563 -0.0169
H 0.3834 -2.5179 -1.3336
H -1.1697 -2.3742 -1.9734
H 0.0857 -1.1778 -2.2597
H 2.2276 2.8560 2.0072
H 2.2686 1.2558 1.1040
H -2.2626 -0.4464 0.7510
```

Computed properties:
net charge = +1
LUMO = -7.676 eV
HOMO = -14.682 eV

Atom charges from the Löwdin analysis, given in e for atoms 1 to 6: atom 1 (C): -0.534, atom 2 (C): 0.035, atom 3 (C): 0.193, atom 4 (N): -0.003, atom 5 (O): 0.150, atom 6 (O): 0.340

=====

*x*
A molecular structure, C3H6NO3. Source: OMol25; level of theory: ωB97M-V/def2-TZVPD.

The geometry in XYZ format:
```
13
C3H6NO3 ωB97M-V/def2-TZVPD
C -0.8452 0.2217 0.7116
C -1.0697 0.8061 -0.5009
C 0.5214 0.0251 0.3095
N 0.8258 -1.5022 -0.0740
O 0.2393 0.6889 -0.9985
O -2.0825 1.4653 -1.0010
O 1.5433 0.3963 0.9952
H -1.4998 0.1354 1.5207
H 1.6062 -1.9336 0.5783
H 1.2547 -1.5786 -1.0388
H 0.0584 -2.0875 0.0263
H -1.9063 2.0718 -1.7892
H 1.3545 1.2912 1.2608
```

Computed properties:
net charge = +1
LUMO = -3.581 eV
HOMO = -13.552 eV

Atom charges from the Löwdin analysis, given in e for atoms 1 to 6: atom 1 (C): 0.078, atom 2 (C): -0.322, atom 3 (C): -0.533, atom 4 (N): 0.292, atom 5 (O): 0.095, atom 6 (O): 0.187

=====

The most stable arrangement is *x*, and the next structure is 0.0948 hartree less stable.